15
Properties=species:S:1:pos:R:3 method="wB97M-V/def2-TZVPD" total_energy_ev=-16618.0562 smiles=CNC1CSC1 largest_force_ha_per_bohr=0.04195
C 0.19 0.12 -2.10
C 0.21 0.15 0.41
C -1.15 0.74 0.95
C 0.40 -0.72 1.71
H -0.80 0.61 -2.15
H 1.01 0.90 -2.10
H 0.26 -0.62 -2.92
H 1.24 -1.12 -0.83
H 0.93 0.98 0.35
H -1.24 1.80 0.81
H -2.02 0.20 0.52
H 1.42 -0.80 2.08
H 0.09 -1.76 1.43
N 0.31 -0.61 -0.82
S -0.85 0.14 2.68